[1]
# C25H47B2F10I2NO19P3S

A molecular structure, C25H47B2F10I2NO19P3S in a non-equilibrium geometry (ωB97M-V with the def2-TZVPD basis set, the OMol25 dataset).

Geometry as XYZ:
```
110
Properties=species:S:1:pos:R:3
C 1.6708 -3.6385 2.7624
C 0.4684 -2.8601 2.1513
O -0.5468 -3.7046 1.6254
C -0.1997 -4.1684 0.3078
C -1.3310 -4.0107 -0.7289
B -1.6621 -2.4720 -1.1843
C -3.2345 -2.1640 -0.7335
I -4.7616 -2.9396 -2.0685
C -3.6280 -1.5251 0.3692
C -2.6039 -0.9787 1.3524
I -5.7141 -1.2194 0.8627
O -1.7619 -2.5348 -2.6864
C -1.2654 -1.4046 -3.3549
N -2.3607 -0.6940 -4.0225
B -0.4974 -2.0939 -4.6091
O -0.4346 -3.4553 -4.8016
O 0.1184 -1.3456 -5.6164
C -0.4266 -0.6457 -2.1743
C -1.2560 0.6476 -1.8354
C -0.7758 1.3738 -0.5270
C 0.0069 2.6594 -0.8125
F -0.0797 3.3147 -1.9924
C 0.7993 3.1364 0.1809
F 1.8720 2.5138 0.6198
F 0.5413 4.2867 0.8315
S 1.3713 -0.4655 -2.3289
O 1.9420 0.4177 -1.3375
O 1.7905 0.0422 -3.6178
C 2.2583 -2.0994 -2.0453
F 2.5435 -2.1134 -0.7146
F 1.4959 -3.1707 -2.2711
C 3.6332 -2.1594 -2.7669
F 3.4254 -2.6375 -4.0289
F 4.3044 -1.0166 -2.7502
C 4.6050 -3.2328 -2.0703
F 3.9443 -4.2899 -1.6212
F 5.5570 -3.7126 -2.9255
F 5.2660 -2.6856 -1.0566
O -0.6445 -1.4252 -1.0158
H 1.7257 -3.3579 3.8323
H 2.6235 -3.2762 2.3338
H 1.5765 -4.7305 2.7087
H 0.7709 -2.0806 1.4231
H -0.0320 -2.3032 2.9686
H 0.0082 -5.2611 0.4014
H 0.7560 -3.7046 0.0179
H -0.9888 -4.5430 -1.6430
H -2.2181 -4.5596 -0.3676
H -2.3904 0.0960 1.2288
H -3.0486 -1.0708 2.3639
H -1.6604 -1.5397 1.3803
H -3.1812 -0.6022 -3.4305
H -2.0690 0.1890 -4.4274
H -0.1614 -3.8992 -3.9864
H -0.3862 -0.5241 -5.7016
H -2.2987 0.3648 -1.6351
H -1.1545 1.3303 -2.6954
H -1.6853 1.7286 -0.0091
H -0.1544 0.7333 0.1151
C 7.0134 1.4855 -9.1405
O 6.7921 1.3124 -7.7491
P 7.1103 -0.2131 -7.1113
O 8.2879 -0.5900 -7.9522
O 5.6966 -0.8032 -7.7032
C 4.4824 -0.1008 -7.3788
O 7.2533 -1.4939 -6.0328
C 6.1506 -1.7837 -5.1572
H 6.5035 2.4037 -9.4367
H 8.0767 1.5981 -9.3446
H 6.6044 0.6503 -9.7105
H 4.1561 0.4740 -8.2454
H 4.6135 0.5724 -6.5314
H 3.7148 -0.8319 -7.1272
H 5.4117 -2.3892 -5.6828
H 5.6914 -0.8647 -4.7977
H 6.5133 -2.3499 -4.3073
C 3.7233 5.7758 7.7003
O 3.6512 6.5277 6.4967
P 2.1845 6.5030 5.6706
O 1.2470 6.4579 6.8333
O 2.5048 5.0110 5.0611
C 3.7488 4.8152 4.3710
O 1.0010 6.7804 4.5085
C 1.3335 6.6161 3.1200
H 4.7801 5.6632 7.9477
H 3.2325 6.3103 8.5114
H 3.2790 4.7879 7.5738
H 4.4385 4.2726 5.0172
H 4.2050 5.7604 4.0744
H 3.5588 4.2225 3.4765
H 1.2632 5.5645 2.8443
H 2.3344 6.9907 2.9068
H 0.6139 7.1764 2.5256
C -7.4992 -2.4498 6.6038
O -8.8050 -2.0046 6.2552
P -8.9355 -1.0304 4.8866
O -7.8709 -1.6497 4.0443
O -8.3902 0.2652 5.7465
C -9.0683 0.5957 6.9656
O -9.5279 -0.0122 3.6787
C -10.4071 1.0620 4.0331
H -7.5454 -2.8108 7.6326
H -7.1952 -3.2732 5.9608
H -6.7770 -1.6350 6.5429
H -8.4655 0.2713 7.8138
H -10.0520 0.1282 7.0268
H -9.1922 1.6780 7.0110
H -9.8240 1.9195 4.3727
H -11.1125 0.7624 4.8082
H -10.9649 1.3541 3.1446
```

- F_max (hartree/bohr) = 0.15519
- net charge = -1
- E (Eh) = -5531.03660
- highest occupied orbital energy (eV) = -5.611



[2]
# C25H47B2N3P2Pt

A molecular structure, C25H47B2N3P2Pt (ωB97M-V with the def2-TZVPD basis set, the OMol25 dataset).

Geometry as XYZ:
```
80
Properties=species:S:1:pos:R:3
Pt 0.7345 -0.0369 -0.6152
C -0.1557 3.1025 -0.2302
C 1.0613 3.1272 0.7028
C 2.1807 3.8622 -0.0436
C 0.6696 3.9134 1.9583
P 1.5936 1.3431 1.0683
C 0.5230 0.9065 2.5667
N -0.7685 0.5697 2.0071
B -0.8299 0.1252 0.6648
N -2.1748 -0.1926 0.3554
C -2.5533 -0.5789 -0.9807
P -0.9574 -1.0233 -1.9061
C -0.9753 -2.8962 -1.8749
C 0.3635 -3.4427 -2.3922
C -1.1772 -3.3120 -0.4077
C -2.1057 -3.5089 -2.7053
C -1.2923 -0.3280 -3.6150
C -0.2598 -0.8906 -4.5936
C -2.7067 -0.5710 -4.1525
C -1.0690 1.1845 -3.4928
C -2.9163 -0.0390 1.5294
C -4.2578 -0.2430 1.7878
C -4.7259 -0.0156 3.0809
C -3.8714 0.4186 4.0848
C -2.5197 0.6449 3.8309
C -2.0437 0.4166 2.5547
C 3.3318 1.2881 1.7903
C 4.3681 1.4163 0.6643
C 3.5447 -0.0946 2.4232
C 3.5608 2.3582 2.8583
H -0.4108 4.1328 -0.4953
H -1.0311 2.6527 0.2385
H 0.0673 2.5656 -1.1568
H 1.7796 4.8003 -0.4350
H 2.5517 3.2791 -0.8881
H 3.0163 4.1114 0.6082
H 0.5272 4.9617 1.6833
H 1.4276 3.8790 2.7389
H -0.2725 3.5514 2.3731
H 0.4743 1.7439 3.2638
H 0.9688 0.0547 3.0845
H -3.0249 0.2546 -1.5086
H -3.2557 -1.4148 -0.9943
H 1.2157 -2.9210 -1.9648
H 0.4272 -3.3827 -3.4779
H 0.4449 -4.4951 -2.1108
H -0.4397 -2.8702 0.2574
H -1.0734 -4.3972 -0.3428
H -2.1729 -3.0523 -0.0450
H -1.9455 -3.3733 -3.7742
H -3.0907 -3.1184 -2.4440
H -2.1193 -4.5849 -2.5139
H -0.4383 -1.9436 -4.8091
H 0.7556 -0.7810 -4.2066
H -0.3267 -0.3427 -5.5369
H -2.9024 -1.6193 -4.3601
H -2.8140 -0.0254 -5.0939
H -3.4813 -0.2043 -3.4795
H -0.0618 1.4002 -3.1297
H -1.7906 1.6558 -2.8208
H -1.1824 1.6438 -4.4780
H -4.9276 -0.5781 1.0055
H -5.7716 -0.1817 3.3029
H -4.2585 0.5841 5.0813
H -1.8562 0.9836 4.6167
H 4.1331 0.7393 -0.1595
H 5.3462 1.1341 1.0606
H 4.4506 2.4257 0.2720
H 3.4205 -0.8943 1.6998
H 2.8899 -0.2897 3.2712
H 4.5715 -0.1392 2.7937
H 3.5259 3.3694 2.4549
H 4.5579 2.2083 3.2807
H 2.8452 2.2829 3.6789
B 2.6268 -3.9920 1.3465
C 2.1136 -2.7131 0.5973
N 1.7339 -1.7686 0.0489
H 3.2989 -4.6277 0.5646
H 3.2739 -3.6066 2.2979
H 1.6324 -4.6009 1.6862
```

- F_max (hartree/bohr) = 0.01032
- net charge = 0
- E (Eh) = -1996.84445
- <S²> = 2.0045
- 2S+1 = 3
- highest occupied orbital energy (alpha / beta) (eV) = -5.596 / -8.063



[3]
# C25H47BN2O9S

A molecular structure, C25H47BN2O9S in a non-equilibrium geometry (ωB97M-V with the def2-TZVPD basis set, the OMol25 dataset).

Geometry as XYZ:
```
85
Properties=species:S:1:pos:R:3
C 3.7296 3.8882 -1.1476
C 2.3945 4.7492 -0.9218
O 1.3373 4.2748 -1.8170
C 0.2252 3.8428 -0.9987
C -1.0711 3.4311 -1.9018
O -0.8762 3.7752 -3.2928
C -0.7898 2.5857 -4.1272
C 0.7361 2.2189 -4.5160
C 1.4268 0.9411 -3.9684
B 0.7413 -0.1430 -2.9819
O -0.4178 0.0654 -2.1532
C 1.4207 -1.6496 -2.9078
C 1.0982 -2.4127 -4.3167
C 2.9256 0.6337 -4.4395
C 3.6753 1.5825 -5.4256
C 2.9379 2.8625 -5.9492
N 3.6088 3.7401 -6.8796
S 2.3630 4.9173 -7.1293
N 1.0310 4.4215 -6.1424
C 1.4624 3.1979 -5.5043
H 4.0506 3.9729 -2.2434
H 3.5800 2.7661 -0.9366
H 4.5734 4.3414 -0.4986
H 2.0065 4.6919 0.1619
H 2.6465 5.8374 -1.2377
H 0.5657 2.8844 -0.4448
H -0.1564 4.6577 -0.2642
H -1.9981 4.0176 -1.5258
H -1.2784 2.3255 -1.6992
H -1.3897 1.6961 -3.7367
H -1.2888 2.8865 -5.1320
H -0.6560 -0.8034 -1.7604
H 2.5482 -1.6209 -2.7213
H 0.9662 -2.2674 -2.0401
H 0.9898 -1.6787 -5.1964
H 1.9689 -3.1315 -4.5228
H 0.1308 -3.0383 -4.1884
H 3.5098 -0.2998 -4.1164
H 4.7350 1.3341 -5.7804
C -3.6588 1.0244 6.3748
O -3.3105 1.0912 5.0050
C -4.2824 1.7919 4.2350
C -3.6672 2.3095 2.9383
O -2.8986 3.5014 3.1170
C -1.6370 3.3420 3.7691
C -0.5846 2.6816 2.8848
O -0.7835 1.2718 2.8377
C -0.2788 0.7047 1.6425
H -4.5941 0.4712 6.5063
H -2.8592 0.5046 6.9046
H -3.7523 2.0310 6.7954
H -4.6835 2.6374 4.8049
H -5.0927 1.0921 4.0044
H -4.4827 2.5881 2.2668
H -3.0872 1.5388 2.4299
H -1.7485 2.8283 4.7251
H -1.2972 4.3578 3.9926
H 0.4129 2.8588 3.3045
H -0.6342 3.1112 1.8782
H -0.7862 1.1349 0.7729
H -0.4788 -0.3678 1.6592
H 0.8018 0.8659 1.5686
C -1.3444 -6.0515 4.4322
O -0.9932 -5.9735 3.0634
C -1.9653 -5.2703 2.2965
C -1.3486 -4.7415 1.0053
O -0.5839 -3.5484 1.1950
C 0.6771 -3.7090 1.8496
C 1.7332 -4.3596 0.9621
O 1.5380 -5.7697 0.9054
C 2.0445 -6.3339 -0.2895
H -2.2782 -6.6086 4.5574
H -0.5444 -6.5726 4.9598
H -1.4421 -5.0483 4.8599
H -2.3704 -4.4303 2.8717
H -2.7729 -5.9709 2.0588
H -2.1633 -4.4605 0.3338
H -0.7650 -5.5066 0.4926
H 0.5648 -4.2299 2.8014
H 1.0132 -2.6938 2.0817
H 2.7290 -4.1824 1.3853
H 1.6845 -3.9216 -0.0411
H 1.5389 -5.9030 -1.1597
H 1.8444 -7.4058 -0.2729
H 3.1248 -6.1730 -0.3622
```

- F_max (hartree/bohr) = 0.12016
- net charge = 0
- E (Eh) = -2190.15644
- highest occupied orbital energy (eV) = -8.508



[4]
# C25H47BN4O12P2

3 unconnected molecules or ions with the total composition C25H47BN4O12P2 in a non-equilibrium geometry (ωB97M-V with the def2-TZVPD basis set, the OMol25 dataset).

Geometry as XYZ:
```
91
Properties=species:S:1:pos:R:3
C 8.6057 5.0267 -0.5507
C 7.5642 4.5973 -1.6938
C 7.3968 5.7142 -2.8621
O 8.2601 6.6473 -2.8462
O 6.3935 5.6604 -3.8741
C 5.4042 6.7179 -3.7154
C 4.5354 6.6095 -2.3687
C 3.5152 5.3542 -2.3553
C 4.0468 3.9000 -2.5300
N 3.2757 2.6992 -2.5023
C 1.8978 3.0474 -2.2790
C 0.8707 1.8398 -2.1654
O 1.3299 0.4960 -2.2920
C -0.6542 2.0394 -1.9125
C -1.2518 3.4907 -1.7861
N -2.7122 3.6894 -1.5275
C -0.2406 4.6782 -1.9004
B -0.8337 6.1834 -1.7217
N -2.0600 6.6681 -2.4124
O -0.1180 7.0516 -0.7976
C 1.3132 4.4746 -2.1393
N 2.1319 5.6579 -2.1806
H 8.6156 6.1653 -0.3648
H 9.6887 4.7481 -0.8438
H 8.3018 4.5041 0.4289
H 7.8875 3.5745 -2.1347
H 6.5373 4.4356 -1.1857
H 6.0057 7.7084 -3.6355
H 4.7512 6.8532 -4.6616
H 5.2013 6.6526 -1.4302
H 3.8854 7.5679 -2.3287
H 5.1827 3.7777 -2.6971
H 2.2026 0.4562 -1.8274
H -1.3068 1.1115 -1.8121
H -3.0626 2.7903 -1.1489
H -3.1843 3.9007 -2.4303
H -1.9532 7.6307 -2.7577
H -2.3816 6.0178 -3.1395
H -0.6955 7.8101 -0.5608
O -0.8722 -5.3491 0.4524
P 0.1527 -4.9668 -0.6246
O -0.8283 -3.8490 -1.3624
C -1.2392 -2.7193 -0.5987
C -0.1157 -1.7079 -0.4534
O -0.1525 -6.2990 -1.5739
C -0.4725 -7.5411 -0.9488
C -1.9776 -7.7656 -0.9638
O 1.3928 -4.5658 -1.7329
C 1.1530 -4.4800 -3.1391
C 0.9986 -3.0406 -3.5980
H -1.5978 -3.0299 0.3863
H -2.0848 -2.2595 -1.1173
H 0.8070 -2.1827 -0.1073
H -0.3959 -0.9215 0.2517
H 0.1029 -1.2381 -1.4133
H -0.0745 -7.5795 0.0674
H 0.0221 -8.3366 -1.5116
H -2.5332 -6.8792 -0.6585
H -2.2500 -8.5977 -0.3074
H -2.3076 -8.0063 -1.9796
H 0.2922 -5.0708 -3.4570
H 2.0351 -4.9084 -3.6251
H -0.0053 -2.6679 -3.3941
H 1.1518 -2.9622 -4.6758
H 1.7006 -2.3810 -3.0838
O -2.7621 -2.4371 2.9239
P -4.0646 -2.8852 3.6034
O -4.0135 -1.7223 4.7891
C -4.0703 -0.3593 4.3853
C -5.4785 0.0447 3.9846
O -3.3622 -4.1629 4.4036
C -2.3090 -4.8882 3.7683
C -0.9592 -4.4214 4.2926
O -5.5611 -3.4214 4.2364
C -5.7505 -3.6614 5.6321
C -6.4744 -2.5109 6.3091
H -3.3750 -0.1725 3.5625
H -3.7382 0.2498 5.2300
H -5.9088 -0.6618 3.2694
H -5.4801 1.0431 3.5410
H -6.1351 0.0619 4.8572
H -2.3692 -4.7915 2.6825
H -2.4446 -5.9478 3.9984
H -0.8824 -3.3350 4.3348
H -0.1484 -4.8099 3.6690
H -0.8115 -4.7845 5.3151
H -4.8163 -3.8772 6.1534
H -6.3747 -4.5574 5.7050
H -5.7900 -1.6923 6.5328
H -6.9033 -2.8327 7.2598
H -7.2655 -2.1087 5.6728
```

- structure (SMILES) = CCC(=O)OCCc1cnc2c(O)cc(N)c(B(N)O)c2n1.CCOP(=O)(OCC)OCC.CCOP(=O)(OCC)OCC
- F_max (hartree/bohr) = 0.18392
- net charge = 0
- E (Eh) = -2810.04074
- highest occupied orbital energy (eV) = -8.108



[5]
# C25H47BiClINO3Si2

A molecular structure, C25H47BiClINO3Si2 in a non-equilibrium geometry (ωB97M-V with the def2-TZVPD basis set, the OMol25 dataset).

Geometry as XYZ:
```
81
Properties=species:S:1:pos:R:3
O -1.0612 -2.3080 -1.7398
O -2.2473 -0.8395 -3.0720
C 0.0655 -3.3076 -1.8851
C 0.9893 -3.2386 -0.6893
H 0.5968 -3.0571 -2.8156
H -0.3601 -4.3198 -1.9868
H 1.2076 -2.2102 -0.3864
H 1.9357 -3.7351 -0.9222
H 0.5595 -3.7744 0.1695
C -2.0327 -2.6633 -0.6547
C -3.1917 -3.4024 -1.2576
H -2.3215 -1.6852 -0.2436
H -1.4746 -3.2452 0.0835
H -3.8540 -2.7538 -1.8487
H -3.7945 -3.7914 -0.4295
H -2.8799 -4.2608 -1.8644
C -3.3973 0.2351 -3.0297
C -2.0146 -1.3616 -4.4290
C -4.3234 0.0089 -1.8731
H -3.9289 0.1815 -3.9910
H -2.8901 1.2126 -2.9685
H -4.9110 -0.9031 -2.0171
H -5.0480 0.8307 -1.8175
H -3.8039 -0.0253 -0.9067
C -3.0708 -2.3991 -4.6885
H -1.0182 -1.8154 -4.3922
H -1.9916 -0.5332 -5.1460
H -3.0803 -3.1622 -3.9039
H -2.8778 -2.8936 -5.6345
H -4.0636 -1.9387 -4.7247
H -1.9571 -1.7786 -2.5221
Bi 0.5084 1.7027 0.8142
C -0.1735 0.5677 -0.9214
Si 0.6149 1.0726 -2.5597
H -1.2568 0.7469 -0.9370
H -0.0181 -0.4947 -0.7166
C 1.4226 -0.2731 -3.5854
C 2.0330 2.1842 -2.0381
C -0.5019 2.0899 -3.6672
C 2.2798 0.4601 1.5002
Si 3.6897 1.5464 2.1194
H 2.5328 -0.1396 0.6106
H 1.8687 -0.2023 2.2762
C 3.8820 3.0634 1.0397
C 5.2359 0.4875 2.0497
C 3.4096 2.0890 3.8864
H 0.1448 2.7926 -4.2168
H -1.2219 2.6850 -3.0883
H -1.0528 1.4956 -4.4120
H 2.3836 -0.5580 -3.1345
H 1.6445 0.1394 -4.5821
H 0.8269 -1.1812 -3.7351
H 2.8256 1.5975 -1.5457
H 1.6794 2.9980 -1.3788
H 2.4221 2.6317 -2.9647
H 5.3135 -0.0296 1.0846
H 5.2168 -0.2675 2.8480
H 6.1272 1.1136 2.1850
H 2.7361 1.4090 4.4274
H 2.9908 3.1042 3.9482
H 4.3817 2.0913 4.4052
H 4.8032 3.5772 1.3582
H 3.0443 3.7655 1.1676
H 3.9868 2.8113 -0.0260
Cl -0.5421 0.7852 7.8635
C -0.3953 1.4796 6.3081
C 0.0157 2.8063 6.2138
C 0.2117 3.4094 4.9792
I 1.0436 5.3163 4.7643
C -0.0268 2.6631 3.7949
O 0.3899 3.2068 2.7002
C -0.5353 1.2967 3.8659
N -0.6343 0.5783 2.6961
C -0.9501 -0.7369 2.7717
C -1.1266 -1.3979 4.0001
C -0.9992 -0.6892 5.1819
C -0.6698 0.6764 5.1505
H 0.2146 3.3963 7.1036
H -1.0502 -1.2834 1.8343
H -1.3600 -2.4598 3.9989
H -1.1257 -1.1890 6.1493
```

- F_max (hartree/bohr) = 0.04678
- net charge = +1
- E (Eh) = -2812.44577
- highest occupied orbital energy (eV) = -8.971